Formula: CH6N2O4P2
Source: the Open Molecules 2025 dataset
Level of theory: ωB97M-V/def2-TZVPD

Results
ΔE to the lowest compared entry with this formula, charge and spin = 137.1 kJ/mol
Multiplicity = 1
Total charge = -2
Calculated total energy = -30884.61233 eV
Lowest unoccupied orbital energy (spin up / spin down) = 6.62 / 6.40 eV

Each line ends with the natural charge from an NBO analysis.
Geometry (Å):
C1 0.56106 0.97105 0.67753  -0.94
N1 3.09288 0.02691 -0.05061  -1.19
N2 -2.03846 -1.05737 -0.80507  -1.21
O1 1.02231 -0.51929 -1.56301  -1.21
O2 -3.69826 -0.39195 1.11918  -1.17
O3 1.26910 -1.66993 0.72901  -1.20
O4 -3.48228 1.18113 -0.87822  -1.17
P1 1.35533 -0.43371 -0.10566  2.23
P2 -2.85061 0.18586 0.03612  2.02
H1 0.51494 1.90627 0.13627  0.17
H2 0.59693 1.04980 1.75374  0.17
H3 3.18308 0.92357 -0.51599  0.34
H4 3.33626 0.14166 0.92686  0.34
H5 -1.59467 -1.63790 -0.10402  0.39
H6 -1.26761 -0.67609 -1.35614  0.42

=====

Formula: CH6N2OP
Source: the Open Molecules 2025 dataset
Level of theory: ωB97M-V/def2-TZVPD

Results
ΔE to the lowest compared entry with this formula, charge and spin = 253.8 kJ/mol
Multiplicity = 1
Total charge = +1
Calculated total energy = -15441.40711 eV
Lowest unoccupied orbital energy = -5.39 eV

Each line ends with the natural charge from an NBO analysis.
Geometry (Å):
C1 0.11462 -0.12500 0.14616  0.19
N1 1.02907 -1.76770 0.01640  -0.75
N2 0.10606 0.15673 1.42840  -0.68
O1 -0.93873 2.07410 -0.65014  -0.99
P1 0.00398 0.87537 -1.27249  1.03
H1 0.80285 -2.42153 0.74484  0.38
H2 0.84983 -2.09789 -0.91920  0.38
H3 0.38706 -0.56006 2.12199  0.45
H4 0.08686 1.13460 1.65879  0.44
H5 -1.57052 2.55387 -1.22400  0.54
H6 -0.87108 0.17751 -2.05075  0.00

=====

Formula: CH6N2P2
Source: the Open Molecules 2025 dataset
Level of theory: ωB97M-V/def2-TZVPD

Results
ΔE to the lowest compared entry with this formula, charge and spin = 222.1 kJ/mol
Multiplicity = 1
Total charge = 0
Calculated total energy = -22688.65900 eV
Lowest unoccupied orbital energy = -0.25 eV

Each line ends with the natural charge from an NBO analysis.
Geometry (Å):
C1 2.36443 -0.69901 -0.72067  0.03
N1 1.43076 0.16773 -0.67044  -0.74
N2 -3.14614 0.23073 -1.04845  -1.23
P1 -0.03884 -0.01382 0.12160  0.59
P2 -2.29990 -0.46432 0.06595  0.74
H1 2.19991 -1.69227 -0.34108  0.13
H2 -3.64234 1.08372 -0.91857  0.37
H3 3.41432 -0.54771 -0.93314  0.18
H4 -0.27135 1.41112 0.37067  0.01
H5 0.37684 -0.26329 1.47060  0.00
H6 -2.11623 -1.79720 -0.59610  -0.08

=====

Formula: CH6N2S
Source: the Open Molecules 2025 dataset
Level of theory: ωB97M-V/def2-TZVPD

Results
ΔE to the lowest compared entry with this formula, charge and spin = 22.3 kJ/mol
Multiplicity = 1
Total charge = 0
Calculated total energy = -14949.35637 eV
Lowest unoccupied orbital energy = 0.59 eV

Each line ends with the natural charge from an NBO analysis.
Geometry (Å):
H1 1.99165 3.08981 -0.90825  0.34
N1 1.08083 2.64786 -0.99459  -0.71
C1 0.93972 1.77328 -0.09336  0.28
N2 -0.13504 0.91875 -0.01072  -0.82
H2 1.69585 1.53637 0.66010  0.13
H3 -0.10670 0.36675 0.82775  0.38
H4 -0.99414 1.25691 -0.42754  0.40
S1 -1.94192 -4.05681 0.67692  -0.28
H5 -1.72794 -4.12429 -0.63938  0.14
H6 -0.80231 -3.40862 0.90907  0.14

=====

Formula: CH6N2S2
Source: the Open Molecules 2025 dataset
Level of theory: ωB97M-V/def2-TZVPD

Results
Expectation value of S² = 0.754
ΔE to the lowest compared entry with this formula, charge and spin = 17.0 kJ/mol
Multiplicity = 2
Total charge = -1
Calculated total energy = -25784.76040 eV
Lowest unoccupied orbital energy (spin up / spin down) = 3.03 / 3.03 eV

Each line ends with the Löwdin spin population.
Geometry (Å):
S1 4.44365 1.07003 -1.45674  0.49
S2 2.51494 1.31844 -2.92724  0.47
H1 4.35160 2.39837 -1.31256  0.02
H2 2.62690 0.12527 -3.52027  0.02
N1 -1.99156 0.34867 1.47051  0.00
C1 -1.98941 -1.00716 1.47095  0.00
N2 -2.59202 -1.65558 0.55594  0.00
H3 -1.65145 0.89734 2.23491  0.00
H4 -1.79094 0.72699 0.55916  0.00
H5 -1.56916 -1.58757 2.29587  0.00
H6 -2.35255 -2.63480 0.62948  0.00

=====

Formula: CH6N2S2
Source: the Open Molecules 2025 dataset
Level of theory: ωB97M-V/def2-TZVPD

Results
Expectation value of S² = 0.754
ΔE to the lowest compared entry with this formula, charge and spin = 49.2 kJ/mol
Multiplicity = 2
Total charge = -1
Calculated total energy = -25784.42626 eV
Lowest unoccupied orbital energy (spin up / spin down) = 3.94 / 3.68 eV

Each line ends with the Löwdin spin population.
Geometry (Å):
S1 1.48735 0.00659 -0.26534  0.45
S2 1.87367 -2.16787 -0.58232  0.46
H1 2.50804 0.29574 0.55103  0.03
H2 0.72484 -2.74784 -0.17420  0.04
N1 -2.20859 0.52121 -0.12187  0.00
C1 -2.08962 1.66872 0.57850  0.01
N2 -3.00288 2.41114 1.10438  0.00
H3 -3.08379 0.37453 -0.57894  0.00
H4 -1.43588 -0.08525 -0.29938  0.00
H5 -1.03764 1.88430 0.84262  0.01
H6 -2.63371 2.73922 1.97860  0.00

=====

Formula: CH6N3O
Source: the Open Molecules 2025 dataset
Level of theory: ωB97M-V/def2-TZVPD

Results
ΔE to the lowest compared entry with this formula, charge and spin = 83.2 kJ/mol
Multiplicity = 1
Total charge = +1
Calculated total energy = -7643.72390 eV
Lowest unoccupied orbital energy = -3.77 eV

Each line ends with the natural charge from an NBO analysis.
Geometry (Å):
C1 2.41028 0.25788 -0.06059  0.88
N1 3.41183 -0.35773 0.10617  -0.67
N2 -1.57642 -0.77275 0.23931  -0.65
N3 -1.55946 0.62981 0.09388  -0.52
O1 1.38772 0.79608 0.09479  -0.61
H1 -2.53777 -1.16828 0.15757  0.39
H2 4.02342 -0.73734 -0.51316  0.43
H3 -1.01100 -1.31765 -0.34622  0.39
H4 -0.47638 0.80351 0.01367  0.50
H5 -2.14810 0.90146 0.92906  0.46
H6 -1.92413 0.96501 -0.71447  0.40

=====

Formula: CH6N3O
Source: the Open Molecules 2025 dataset
Level of theory: ωB97M-V/def2-TZVPD

Results
ΔE to the lowest compared entry with this formula, charge and spin = 198.7 kJ/mol
Multiplicity = 1
Total charge = +1
Calculated total energy = -7642.52718 eV
Lowest unoccupied orbital energy = -4.08 eV

Each line ends with the natural charge from an NBO analysis.
Geometry (Å):
N1 -1.44469 -0.83451 -0.38155  -0.70
C1 -0.61497 -0.53196 0.58788  0.37
N2 0.52202 0.19728 0.43435  0.04
N3 0.93781 0.61861 -0.80429  -0.71
O1 1.38086 0.06895 1.52567  -0.52
H1 -2.13190 -1.53843 -0.39273  0.45
H2 -1.17593 -0.32026 -1.21588  0.44
H3 -0.58121 -0.83745 1.62994  0.26
H4 1.09017 1.67061 -0.91495  0.43
H5 1.62421 -0.12082 -1.29470  0.42
H6 1.83859 0.99055 1.73798  0.51

=====

Formula: CH6N3S
Source: the Open Molecules 2025 dataset
Level of theory: ωB97M-V/def2-TZVPD

Results
ΔE to the lowest compared entry with this formula, charge and spin = 324.3 kJ/mol
Multiplicity = 1
Total charge = +1
Calculated total energy = -16429.56096 eV
Lowest unoccupied orbital energy (spin up / spin down) = -8.12 / -4.80 eV

Each line ends with the natural charge from an NBO analysis.
Geometry (Å):
C1 -0.07067 0.55303 0.58518  0.55
N1 -1.30649 0.95734 0.80636  -0.68
N2 0.78166 1.49235 0.26246  -0.66
N3 0.25209 -0.70342 0.35660  -0.33
S1 0.80285 -5.07336 -1.75501  -0.08
H1 -1.40422 1.97875 0.91280  0.42
H2 -1.96252 0.26989 1.01723  0.43
H3 0.40824 2.43704 0.43074  0.42
H4 1.63805 1.24119 -0.27250  0.47
H5 -0.38770 -1.49602 0.34681  0.39
H6 -0.00154 -5.02828 -0.68968  0.08

=====

Formula: CH6N3S
Source: the Open Molecules 2025 dataset
Level of theory: ωB97M-V/def2-TZVPD

Results
Expectation value of S² = 2.006
ΔE to the lowest compared entry with this formula, charge and spin = 0.0 kJ/mol
Multiplicity = 3
Total charge = +1
Calculated total energy = -16428.37847 eV
Lowest unoccupied orbital energy (spin up / spin down) = -3.37 / -8.46 eV

Each line ends with the Löwdin spin population.
Geometry (Å):
C1 0.86768 -0.49280 0.07173  0.03
N1 -0.51231 -0.60234 0.49000  0.49
N2 1.01019 0.94867 0.22285  0.07
N3 -1.51152 -0.45684 -0.38377  0.48
S1 -2.84059 0.22672 0.08543  0.88
H1 1.50591 -0.83406 0.84978  0.01
H2 1.03796 -1.03015 -0.93453  0.00
H3 -0.72481 0.12865 1.13844  0.02
H4 1.98463 1.28102 0.13351  0.01
H5 0.47672 1.56815 -0.32754  0.00
H6 -1.29386 -0.73701 -1.34591  0.01